# 1
Entry from OMol25: a structure of composition C29H24N6OPPd (the ωB97M-V functional and the def2-TZVPD basis).

```
! RIJCOSX wB97M-V def2-TZVPD def2/J DEFGRID3
* xyz 1 1
C -6.05163 -0.49815 -0.71969
H 4.23100 0.49833 0.24066
C 0.10343 -2.26966 2.03178
H -2.28436 2.32625 5.60304
C 3.08834 1.69588 3.19779
C -2.44729 4.94940 1.72615
H 0.32538 6.40082 0.35156
H -5.67061 1.48782 -2.21371
H 1.24923 1.55228 -0.64881
C -1.06871 -1.23800 4.72862
H 1.20182 -1.39029 0.02418
H -1.26566 1.88545 3.40876
N 1.96194 -0.73280 -0.02366
N -3.11825 -1.03777 1.32356
H -1.17856 -5.13322 0.76277
N -4.71214 1.68665 -1.97924
C -0.37036 5.63398 0.66327
H -2.92333 2.84881 1.75906
C -4.06428 0.97071 -1.05498
H 2.38937 -4.54828 3.05978
H 3.39008 2.32398 4.02369
H -1.66114 -2.72546 0.88758
C 3.55607 0.66657 1.07195
C 1.85388 1.07727 3.20860
O -2.85059 1.26236 -0.80251
C -0.76909 -3.11806 1.35397
C -1.53599 5.94437 1.33057
H -4.21594 2.40838 -2.47182
C -0.49846 -4.47835 1.29038
C -1.03171 3.29240 0.81028
C 3.93664 1.48410 2.11675
C 1.44052 0.25031 2.15993
H 2.68377 -0.95654 -0.68606
N -7.13905 -0.75076 -1.00261
C -1.64897 -0.98143 5.96328
Pd -1.59457 0.36646 0.64244
C -1.37029 1.07940 4.12451
H 1.19350 1.22967 4.05327
N 0.88775 3.61837 -0.23802
C -1.94201 1.32934 5.35953
H 4.91110 1.95445 2.09184
H 1.93660 -2.13658 3.16259
C -0.14148 4.28566 0.40968
C -2.21414 3.61478 1.47211
H -2.53577 0.48992 7.24175
C -4.73544 -0.09624 -0.39478
H 0.83832 -6.05470 1.85455
C 2.30799 0.03068 1.06803
P -0.20094 -0.49276 2.18529
H -1.75914 6.97912 1.55042
H -0.74377 -2.24010 4.48495
C 1.24701 -2.79101 2.64272
C 0.63280 -4.99380 1.90431
C -0.92288 -0.20419 3.80873
N -0.50733 2.05999 0.42040
C 1.50487 -4.14948 2.58161
H 1.70930 4.02902 -0.64885
H -1.76560 -1.78596 6.67671
C -2.08225 0.29659 6.27882
H -3.35544 5.24242 2.23471
C 0.61462 2.30417 -0.21065
C -3.93842 -0.68994 0.56934
*
```

Calculated values
LUMO   -3.745 eV
HOMO-LUMO gap   7.24 eV
HOMO energy   -11.0 eV
Energy relative to the best compared isomer or geometry (same formula, charge and spin)   0.0948 eV


# 2
Entry from OMol25: a structure of composition C29H25BF6N9O11S4Y in a non-equilibrium geometry (the ωB97M-V functional and the def2-TZVPD basis).

```
! RIJCOSX wB97M-V def2-TZVPD def2/J DEFGRID3
* xyz -2 1
C 1.15293 0.53998 2.42901
C 0.44590 4.13814 -2.15881
H 2.94631 3.31597 6.65550
N 0.58319 -1.44346 1.51600
C 2.46614 3.37038 4.57463
C -0.01591 -3.58400 0.58829
N 3.08972 1.76488 -2.29787
H 2.55908 -4.49514 -0.69742
H 1.52772 2.66949 1.64481
N 1.02348 -0.74968 2.62232
C -0.65224 -5.82917 -0.09083
O -6.15801 -1.48158 -3.54313
C 2.88165 3.87776 -1.67077
H 0.46222 4.55928 -3.16860
O -2.18469 -1.65066 0.66805
C -3.29896 3.77424 -0.45447
N 1.63526 3.35373 -1.94170
F -3.86050 2.76701 -1.11782
C -5.44914 -1.71469 -2.58018
N -2.51552 2.77195 1.96520
H 2.34013 0.92425 6.91130
N -2.25241 -0.19516 -1.53648
C 2.00056 2.66315 3.46417
C 1.65182 1.30747 3.60217
C -0.26608 -4.92834 0.87902
C -3.71428 0.04363 -3.17969
B 3.80021 0.59892 -3.06280
H -1.11093 -6.07336 -2.18035
C -0.79528 -5.38229 -1.40640
H -1.87198 1.11939 -3.01258
H 3.58053 0.76813 -4.24396
C 3.22567 -3.65008 -0.52789
N -2.55726 0.46161 -2.65410
H 1.51198 -0.33862 4.93344
O -1.55795 0.43607 2.15460
H -5.04900 -2.67525 -0.92261
C -0.55100 -4.06684 -1.73048
C 3.04719 -2.99922 -2.94382
H -0.41843 3.49393 -2.06801
O -5.72996 -2.65323 -1.70700
O 0.88546 1.18098 1.33135
Y -0.34974 -0.17104 -0.00499
H 3.00600 4.89510 -1.34489
C 0.38078 -2.70238 1.66041
S -2.76497 1.19259 1.98685
H 4.83846 2.87232 -1.77797
N 3.29888 -0.81319 -2.69186
F -3.98972 -0.10532 3.93854
S 3.30013 -0.52663 0.02136
F -2.84252 4.66025 -1.36137
C 2.24895 1.40893 5.94680
F -4.23781 4.38385 0.27411
C -3.55290 1.12113 3.66753
O 0.09326 -1.90014 -1.11923
C 3.15609 -1.83092 -3.60725
C -3.23858 -1.04763 -1.32157
C -3.16754 -1.88147 -0.06991
H 2.90338 -4.00849 -3.28826
O -3.74479 0.78514 1.03173
N 3.10744 -2.69572 -1.59776
H 4.98157 0.68588 -2.80593
S 0.48751 0.98311 -2.64934
O -1.34664 2.07809 -0.15704
C 3.76877 2.88357 -1.88454
H 4.25879 -4.00478 -0.44957
C -0.15625 -3.11916 -0.75709
H 0.52919 -3.14623 2.64656
S -1.86003 3.19974 0.61319
F -4.59014 1.96393 3.75064
H -0.65613 -3.70776 -2.74749
C 3.23734 -1.34130 -1.44973
F -2.64773 1.47012 4.58742
H 3.14582 -1.62968 -4.66406
C 1.78395 0.70360 4.85176
C 1.77709 2.03972 -2.27679
O -4.07798 -2.71765 0.12800
H -4.13537 0.44958 -4.08337
H 2.71838 4.41611 4.44809
H 0.37249 4.92939 -1.42063
C 2.58986 2.74974 5.80240
O -1.07492 4.38593 0.71693
H -0.15873 -5.25915 1.90758
C -4.20698 -0.94114 -2.34616
H 2.95709 -3.15087 0.39898
H -0.86182 -6.86025 0.16521
O 1.91248 3.31347 2.29066
*
```

Calculated values
LUMO   4.211 eV
HOMO-LUMO gap   6.58 eV
HOMO energy   -2.4 eV
Energy relative to the best compared isomer or geometry (same formula, charge and spin)   1.1654 eV


# 3
Entry from OMol25: a structure of composition C29H25BiClN6O6S in a non-equilibrium geometry (the ωB97M-V functional and the def2-TZVPD basis).

```
! RIJCOSX wB97M-V def2-TZVPD def2/J DEFGRID3
* xyz 1 1
H 5.33113 -2.25425 -0.34259
C 2.38938 -1.83914 6.21222
H -0.41230 -2.73031 4.48119
C 2.26289 -0.56410 4.14390
C 3.57616 2.14764 -3.70988
H 0.87098 -3.32135 6.48901
C 3.01913 3.94888 -5.12711
H 4.25928 -3.33084 1.51305
C 1.53731 3.39266 -3.31906
N -1.70769 1.21702 0.44646
C -1.98957 -0.11526 -1.53592
H -6.25931 1.86193 1.89189
C 3.55013 -1.09934 -0.82953
C -2.77026 -0.90466 -2.30105
H -3.35604 -2.31760 -5.14951
C 0.32578 3.65677 -2.61507
C 1.91941 4.26132 -4.42269
H -7.48023 0.46297 0.55096
H -3.80549 -1.17755 -2.05107
O -6.56132 0.42525 0.36580
O -4.37758 -2.93647 -3.50188
H 2.65897 0.17738 3.46137
C -3.53219 1.90431 1.86669
C -2.21652 1.95634 1.47849
H -4.44317 -3.66572 -2.93794
C -2.27265 -1.67971 -3.39568
H 1.26536 5.03711 -4.77076
H -0.38361 -1.88197 -4.51761
H 3.97476 -0.54694 -1.66518
C -3.10977 -2.71078 -4.11166
C 2.37176 2.29307 -2.94133
H -3.81628 2.45646 2.73268
C -0.94127 -1.40017 -3.71965
N 0.57267 -0.92513 1.01342
C 1.04249 -1.22679 3.84500
C 4.29238 -1.97818 -0.10369
H 3.84949 -0.34811 5.56753
H 4.91922 2.84141 -5.23114
C -0.20844 -0.51129 -2.93060
O 2.14997 1.49653 -1.92354
C -2.59670 0.46854 -0.25873
Cl 3.24007 4.96592 -6.50893
N 2.41579 -2.37758 1.31856
N -0.71712 0.06866 -1.87048
H -1.44259 2.52992 2.06023
N 2.23901 -0.84026 -0.47886
H -2.48684 -3.57454 -4.09308
O -1.26615 -1.09975 2.48568
O 0.18844 0.88368 2.63700
S 0.04520 -0.57754 2.50719
Bi 0.65390 1.11578 -0.27933
H 2.38357 -2.49510 8.14104
C 3.91130 2.93298 -4.74075
C 3.64901 -2.62376 0.94926
H 0.83505 -0.20645 -3.06002
C 1.73847 -1.39859 0.65897
C 0.53327 -2.17964 4.71674
C 1.21288 -2.53036 5.83633
H -4.57337 -0.03708 -0.67823
H 4.23616 1.40714 -3.28844
H -0.19977 4.57295 -2.82811
O -0.12882 3.09025 -1.63571
H 3.78916 -1.53796 7.66801
H -5.93783 0.11052 2.32804
C -4.43314 1.10610 1.19921
N 3.09070 -2.23883 7.41839
C -5.89141 0.91795 1.49424
C -3.87871 0.40418 0.08472
C 2.89550 -0.92847 5.31150
*
```

Calculated values
LUMO   -3.123 eV
HOMO-LUMO gap   7.37 eV
HOMO energy   -10.5 eV
Energy relative to the best compared isomer or geometry (same formula, charge and spin)   0.0000 eV